Record 1
A structure of composition C48H33F5N4O5PdSSe, computed with ωB97M-V/def2-TZVPD.

```
98
Properties=species:S:1:pos:R:3:mulliken_spin:R:1
Pd 0.4597 -0.0843 0.6057 1.31
O 1.9987 -0.1938 -0.8233 0.41
C 1.8255 0.1395 -2.1803 -0.01
C 0.3415 -0.0731 -2.5848 0.01
C -0.5565 1.0263 -2.1083 0.01
C -1.2388 1.8767 -2.9687 0.01
C -1.9658 2.9279 -2.4474 -0.01
C -1.9761 3.1399 -1.0750 0.00
C -1.3036 2.2489 -0.2660 0.00
C -1.1710 2.3953 1.2243 0.01
C 0.2624 2.7721 1.6606 -0.10
O 1.1991 1.8822 1.1176 0.87
C 0.3695 2.5342 3.1958 0.11
C 0.5516 1.2559 3.7157 0.03
C 0.5736 1.0545 5.0883 -0.02
C 0.4112 2.1283 5.9518 0.01
C 0.2372 3.4032 5.4337 0.01
C 0.2300 3.6130 4.0612 0.00
C 0.6883 4.1946 1.2972 0.07
C 2.0446 4.4981 1.2518 -0.01
C 2.4654 5.7891 0.9790 0.00
C 1.5342 6.7928 0.7458 0.00
C 0.1811 6.4965 0.7936 0.00
C -0.2408 5.2014 1.0709 0.01
N -0.6549 1.1971 -0.7888 0.19
C 2.3057 1.5718 -2.4388 0.00
C 3.2169 2.1563 -1.5669 0.01
C 3.7280 3.4223 -1.8217 0.00
C 3.3240 4.1334 -2.9423 0.00
C 2.4183 3.5558 -3.8213 0.00
C 1.9241 2.2830 -3.5734 0.00
C 2.7113 -0.8089 -3.0106 0.01
C 3.7174 -1.5432 -2.3922 0.04
C 4.5356 -2.3903 -3.1301 0.00
C 4.3665 -2.5110 -4.5006 0.00
C 3.3835 -1.7606 -5.1309 0.00
C 2.5687 -0.9148 -4.3930 0.00
H 0.0504 -1.0179 -2.1232 -0.01
H 0.2275 -0.2005 -3.6582 0.00
H -1.1910 1.7080 -4.0355 0.00
H -2.5076 3.5948 -3.1053 0.00
H -2.5127 3.9729 -0.6428 0.00
H -1.3996 1.4338 1.6889 0.02
H -1.8741 3.1178 1.6330 0.00
H 0.6898 0.3990 3.0668 0.02
H 0.7242 0.0568 5.4794 0.00
H 0.4252 1.9729 7.0224 0.00
H 0.1158 4.2484 6.0986 0.00
H 0.1125 4.6156 3.6745 0.00
H 2.7722 3.7177 1.4287 0.00
H 3.5241 6.0113 0.9447 0.00
H 1.8623 7.8017 0.5326 0.00
H -0.5538 7.2711 0.6169 0.00
H -1.3032 5.0031 1.1238 0.00
H 3.5308 1.6027 -0.6923 -0.01
H 4.4516 3.8537 -1.1411 0.00
H 3.7165 5.1238 -3.1353 0.00
H 2.1041 4.0912 -4.7083 0.00
H 1.2452 1.8402 -4.2933 0.00
H 3.8738 -1.4421 -1.3286 -0.02
H 5.3130 -2.9515 -2.6265 0.00
H 4.9956 -3.1786 -5.0748 0.00
H 3.2490 -1.8312 -6.2027 0.00
H 1.8266 -0.3284 -4.9208 0.00
O -6.9707 -6.4807 -1.4507 0.00
S -7.0193 -5.0527 -1.7057 0.00
O -5.9527 -4.5408 -2.5478 0.00
O -8.3346 -4.5093 -1.9777 0.00
C -6.6187 -4.3724 -0.0842 0.00
N -7.4969 -4.5384 0.9270 0.00
C -7.1498 -4.0481 2.1004 0.00
C -5.9510 -3.3794 2.3303 0.00
C -5.1263 -3.2610 1.2340 0.00
N -5.4489 -3.7503 0.0454 0.00
C -3.8009 -2.5732 1.2549 0.00
C -2.9852 -2.6715 0.1286 0.01
C -1.7734 -2.0256 0.1211 -0.04
N -1.3309 -1.2821 1.1507 0.09
C -2.1112 -1.1909 2.2312 -0.01
C -3.3343 -1.8208 2.3266 0.00
H -7.8586 -4.1896 2.9109 0.00
H -5.7006 -2.9991 3.3108 0.00
H -3.3281 -3.2492 -0.7207 0.00
H -1.1229 -2.1039 -0.7408 0.00
H -1.7339 -0.5867 3.0492 0.00
H -3.9179 -1.6970 3.2281 0.00
F 2.2365 -8.0410 1.1681 0.01
C 2.2430 -6.7184 1.1271 0.09
C 3.4425 -6.0417 0.9724 -0.02
F 4.5767 -6.7261 0.8603 0.00
C 3.4462 -4.6630 0.9345 0.03
F 4.6187 -4.0593 0.7750 0.00
C 2.2636 -3.9282 1.0560 -0.03
Se 2.3568 -2.0591 0.9777 0.91
C 1.0735 -4.6396 1.2009 0.04
F -0.0871 -4.0003 1.3209 0.00
C 1.0516 -6.0191 1.2415 -0.03
F -0.0900 -6.6782 1.3938 0.00
```

The gap between HOMO and LUMO (spin up / spin down) comes out at 6.37 / 3.13 eV. For the energy above the lowest of the compared OMol25 structures with the same formula, charge and spin, the calculation gives 6.83 kcal per mole. As for the spin multiplicity: 5. As for the molar mass: 1058.25 Da.

=====

Record 2
An isolated molecule of C17H22N2O3S at a distorted geometry, computed with ωB97M-V/def2-TZVPD.

```
45
Properties=species:S:1:pos:R:3:nbo_charge:R:1
O 0.8287 -0.3622 -3.2064 -0.63
N 0.5079 1.5230 0.2993 -0.54
O -3.1753 1.3735 -0.7809 -0.55
O -3.9584 1.5829 1.3902 -0.55
S -0.9642 3.4605 -0.6624 0.26
C 0.7558 0.1648 -2.1055 0.62
C -0.0054 1.9877 -0.8028 0.31
C 1.2629 0.3438 0.2577 0.25
C 1.3875 -0.4055 -0.9140 -0.13
C 5.8018 1.6296 2.3552 -0.21
C 5.6886 0.2421 2.1289 -0.21
C 4.6778 2.4618 2.2473 -0.23
C 4.4429 -0.3095 1.7713 -0.21
C 3.4407 1.8940 1.9493 -0.15
C 3.3019 0.5061 1.6906 -0.03
N 0.1238 1.3657 -2.0283 -0.58
C -3.8433 0.1086 -0.9410 -0.25
C -3.7322 1.4237 2.7663 -0.25
C 1.9317 -0.0785 1.5366 -0.47
C 1.2958 -2.9411 -0.6325 -0.60
C -2.7567 1.6443 0.5618 0.37
C -2.1654 3.0186 0.6332 -0.56
C 2.1644 -1.7430 -0.9672 -0.43
H 6.7991 2.0484 2.6188 0.21
H 6.5344 -0.3981 2.2372 0.21
H 4.7506 3.4940 2.4217 0.21
H 4.3762 -1.3504 1.4808 0.21
H 2.5793 2.5133 1.8587 0.21
H -0.4227 1.6610 -2.8398 0.44
H -4.0726 -0.0418 -1.9946 0.20
H -3.2526 -0.7171 -0.5792 0.17
H -4.8146 0.1259 -0.4443 0.19
H -4.6824 1.0938 3.2136 0.20
H -3.5191 2.3930 3.1857 0.17
H -2.9326 0.7174 3.0092 0.17
H 1.9864 -1.1653 1.6237 0.23
H 1.3405 0.2321 2.4119 0.24
H 1.0465 -3.0441 0.4499 0.20
H 0.3728 -2.9316 -1.2320 0.22
H 1.8500 -3.8558 -0.8636 0.21
H -2.0507 0.8727 0.8724 0.16
H -3.0148 3.7278 0.5236 0.25
H -1.6942 3.1937 1.5858 0.23
H 3.0225 -1.7807 -0.3221 0.21
H 2.6001 -1.8659 -1.9512 0.24
```

The structure (SMILES) is CCc1c(Cc2ccccc2)nc(SCC(OC)OC)[nH]c1=O. The gap between HOMO and LUMO comes out at 8.90 eV. For the energy above the lowest of the compared OMol25 structures with the same formula, charge and spin, the calculation gives 43.46 kcal per mole. As for the spin multiplicity: 1. As for the molar mass: 334.44 Da.

=====

Record 3
A cluster of 2 separate species, C2ClNOS in total at a distorted geometry, computed with ωB97M-V/def2-TZVPD.

```
6
Properties=species:S:1:pos:R:3:nbo_charge:R:1
C -1.1223 1.1134 0.4133 -0.03
C 1.1491 -0.9265 -0.2177 0.45
N -1.9693 0.3525 0.5779 -0.34
O 2.2216 -1.0113 -0.6732 -0.41
S -0.0593 2.2289 -0.1020 0.13
Cl -0.2198 -1.7570 0.0017 0.21
```

The gap between HOMO and LUMO (spin up / spin down) comes out at 8.55 / 5.57 eV. For the energy above the lowest of the compared OMol25 structures with the same formula, charge and spin, the calculation gives 66.59 kcal per mole. As for the spin multiplicity: 1. As for the molar mass: 121.55 Da.

=====

Record 4
An isolated molecule of C4H9NO2 at a distorted geometry, computed with ωB97M-V/def2-TZVPD.

```
16
Properties=species:S:1:pos:R:3:nbo_charge:R:1
O -1.0365 2.4853 0.4349 -0.60
C -0.1021 1.7371 0.3243 0.77
O 1.1058 2.1973 -0.1044 -0.69
C -0.1415 0.2353 0.5227 -0.16
C 0.5452 -0.4745 -0.6548 -0.39
C 0.5422 -1.9878 -0.4946 -0.61
N -1.4890 -0.2746 0.7284 -0.81
H 1.0460 3.1572 0.0155 0.49
H 0.4371 0.0539 1.4359 0.21
H 1.5732 -0.1148 -0.7059 0.22
H 0.0557 -0.1425 -1.5728 0.20
H 0.8836 -2.3415 0.4756 0.21
H -0.5048 -2.2994 -0.5663 0.22
H 1.0540 -2.4957 -1.3087 0.21
H -1.8914 0.2239 1.5133 0.37
H -2.0774 0.0406 -0.0432 0.36
```

The structure (SMILES) is CC[C@H](N)C(=O)O. The gap between HOMO and LUMO comes out at 10.69 eV. For the energy above the lowest of the compared OMol25 structures with the same formula, charge and spin, the calculation gives 11.99 kcal per mole. As for the spin multiplicity: 1. As for the molar mass: 103.12 Da.

=====

Record 5
A cluster of 6 separate species, C18H33N2O20S5 in total at a distorted geometry, computed with ωB97M-V/def2-TZVPD.

```
78
Properties=species:S:1:pos:R:3:mulliken_charge:R:1
C 2.1534 4.1033 1.3835 -0.93
C 3.2153 2.9516 1.9233 -0.04
C 2.5931 1.4383 1.9866 -0.67
N 2.3528 0.8921 3.3747 -0.37
N 3.4288 1.0743 4.2277 0.47
C 3.1613 1.9678 5.4567 0.00
C 4.2826 2.3688 6.5824 -0.39
C 5.8156 1.7868 6.4014 -0.20
C 6.0895 0.8013 5.1177 -0.47
C 4.8199 0.5029 4.0708 0.00
H 1.4951 4.4752 2.2930 0.32
H 1.5290 3.7682 0.4503 0.31
H 2.8319 5.0407 1.0906 0.11
H 3.6565 3.3579 2.9273 0.21
H 4.0990 2.9299 1.1208 0.21
H 1.5206 1.4983 1.4653 0.23
H 3.2245 0.7117 1.2942 0.35
H 1.4466 1.2026 3.7895 0.22
H 2.0656 2.4096 5.6203 0.30
H 3.9468 3.0937 7.4667 0.31
H 6.6262 2.1086 7.2068 0.33
H 7.1695 0.3743 4.9800 0.34
H 5.0367 -0.1981 3.1561 0.34
C 4.7447 7.3746 -2.9975 -0.35
C 3.6180 7.9501 -2.1435 -0.32
O 3.3133 6.9324 -1.1927 -0.25
S 4.6762 6.1063 -0.8456 1.11
O 5.2310 6.6442 0.3767 -0.56
O 4.4192 4.6983 -1.0406 -0.48
O 5.5750 6.6476 -2.0934 -0.30
H 4.3556 6.6726 -3.7421 0.28
H 5.3212 8.1553 -3.5009 0.31
H 2.7346 8.2025 -2.7348 0.31
H 3.9532 8.8361 -1.5941 0.29
C -1.9254 -0.2265 4.3863 -0.37
C -1.3776 0.1411 3.0099 -0.27
O -2.4028 -0.2264 2.0898 -0.02
S -3.8540 -0.0343 2.8092 1.09
O -4.3896 1.2480 2.4094 -0.56
O -4.5928 -1.2693 2.6846 -0.52
O -3.3145 0.0955 4.3421 -0.32
H -1.8307 -1.3009 4.5741 0.31
H -1.4309 0.3273 5.1888 0.32
H -0.4465 -0.3820 2.7789 0.28
H -1.2187 1.2213 2.9246 0.22
C -1.3560 -3.3189 -1.6639 -0.34
C -2.7324 -3.1587 -2.3038 0.55
O -3.3378 -2.0650 -1.6182 -0.35
S -2.1760 -1.0099 -1.1737 1.04
O -2.1233 0.0455 -2.1608 -0.60
O -2.3058 -0.7574 0.2426 -0.42
O -0.8966 -1.9922 -1.4108 -0.38
H -1.4256 -3.8438 -0.7057 0.29
H -0.6559 -3.8467 -2.3170 0.34
H -3.3435 -4.0594 -2.2085 -0.04
H -2.6461 -2.8881 -3.3615 -0.12
C -2.4344 -0.9482 -7.5304 -0.33
C -2.6750 -2.2913 -8.2144 -0.37
O -1.7378 -3.1861 -7.6196 -0.32
S -1.4926 -2.7430 -6.0691 1.13
O -2.3347 -3.5633 -5.2269 -0.53
O -0.0718 -2.5946 -5.8555 -0.57
O -2.1610 -1.2592 -6.1652 -0.27
H -1.5560 -0.4452 -7.9477 0.30
H -3.3012 -0.2861 -7.6045 0.31
H -2.5269 -2.2406 -9.2957 0.31
H -3.6816 -2.6668 -8.0024 0.28
C -4.7846 -6.6609 0.9350 -0.26
C -6.1031 -7.2916 0.4951 -0.34
O -6.1592 -7.0933 -0.9157 -0.33
S -4.6430 -7.1258 -1.5160 1.08
O -4.3891 -8.4539 -2.0287 -0.55
O -4.4345 -5.9279 -2.2958 -0.53
O -3.8515 -6.9676 -0.0996 -0.30
H -4.8720 -5.5717 1.0030 0.25
H -4.4364 -7.0576 1.8924 0.30
H -6.9669 -6.8343 0.9834 0.31
H -6.1068 -8.3701 0.6849 0.29
```

The gap between HOMO and LUMO comes out at 7.09 eV. As for the spin multiplicity: 1. As for the charge: +1. As for the molar mass: 757.79 Da.

=====

Record 6
The ion C3H6NO4 with charge -1 at a distorted geometry, computed with ωB97M-V/def2-TZVPD.

```
14
Properties=species:S:1:pos:R:3:nbo_charge:R:1
C 1.6266 0.2945 -0.0852 0.76
C -0.8801 -1.1222 0.8933 -0.45
C 0.5002 -0.2463 -1.0331 -0.36
N -0.7829 -0.4265 -0.4269 -0.19
O 1.2312 1.3688 0.4514 -0.78
O 2.7440 -0.2198 0.0199 -0.72
O -1.2205 1.9002 0.3732 -0.56
O -1.5243 0.8954 -0.6188 -0.21
H -0.0678 -0.7964 1.4735 0.19
H -1.8083 -0.6068 1.2322 0.23
H -0.8948 -2.1723 0.7455 0.19
H 0.6151 -1.2699 -1.5321 0.18
H 0.5084 0.4802 -1.8729 0.22
H -0.0467 1.9211 0.3801 0.49
```

The structure (SMILES) is CN(CC(=O)[O-])OO. The gap between HOMO and LUMO comes out at 8.46 eV. For the energy above the lowest of the compared OMol25 structures with the same formula, charge and spin, the calculation gives 158.08 kcal per mole. As for the spin multiplicity: 1. As for the charge: -1. As for the molar mass: 120.08 Da.

=====

Number 6 is which compound? C3H6NO4